Record 1
Density functional theory data (ωB97M-V/def2-TZVPD) for the molecule C5H7NO3 at a distorted geometry.

Values from the calculation:
HOMO-LUMO gap (eV): 9.0
HOMO (eV): -9.067
LUMO energy (Eh): -0.00277
Energy relative to the best compared isomer or geometry (same formula, charge and spin) (kcal per mole): 87.39
E_tot (a.u.): -475.1097

```
16
Properties=species:S:1:pos:R:3:forces:R:3
C 0.427 0.806 -0.289 0.0 -0.2 0.3
C -0.671 -0.682 1.544 0.0 0.3 -0.2
C -0.268 1.012 -1.633 0.9 1.2 0.0
C -1.104 -0.968 -0.898 -0.3 -1.2 0.8
N 1.872 0.921 -0.360 -0.1 0.0 0.1
C -0.073 -0.583 0.125 0.1 0.6 -0.1
O -1.137 -0.075 -1.833 -0.5 0.3 -0.9
O -1.016 -1.991 1.880 -0.1 -0.4 0.1
O -0.133 1.875 -2.440 -0.3 -0.7 0.4
H -1.621 -2.334 1.211 0.0 0.0 -0.1
H 0.061 1.570 0.408 0.0 -0.1 -0.2
H 2.144 1.861 -0.617 0.0 0.0 -0.1
H 2.248 0.286 -1.054 0.1 0.0 0.0
H 0.078 -0.364 2.271 0.0 0.1 -0.1
H -1.541 -0.012 1.617 0.1 0.0 0.0
H 0.733 -1.323 0.069 0.0 0.0 -0.1
```
Forces are in eV/Å.

Record 2
Density functional theory data (ωB97M-V/def2-TZVPD) for the molecule C5H7NO7S at a distorted geometry.

Values from the calculation:
HOMO-LUMO gap (eV): 11.1
HOMO (eV): -11.069
LUMO energy (Eh): 0.00068
E_tot (a.u.): -1174.2617

```
21
Properties=species:S:1:pos:R:3:forces:R:3
O -0.787 2.225 -3.804 -0.5 1.4 -0.3
C -0.357 1.174 -3.702 0.4 -1.2 0.4
N 0.083 0.017 -3.663 0.3 -0.3 0.2
O 0.390 -0.290 -2.284 -0.2 0.4 0.2
C -0.378 -1.325 -1.851 -0.6 -1.1 -0.8
O -0.930 -2.104 -2.568 0.2 0.3 0.3
O -0.419 -1.388 -0.509 0.4 0.5 0.1
C -1.301 -0.404 0.070 0.1 0.0 0.0
C -0.974 -0.176 1.549 -0.2 -0.6 -0.2
C 0.424 -0.548 2.037 -0.7 0.7 -0.1
S 1.783 0.416 1.444 1.3 -1.0 0.1
O 2.056 0.218 0.057 -0.5 0.3 -0.4
O 2.869 0.179 2.339 -0.1 0.2 0.4
O 1.253 1.902 1.636 -0.2 0.1 -0.1
H -1.274 0.519 -0.504 0.3 0.1 -0.1
H -2.299 -0.823 -0.025 -0.2 0.1 0.1
H -1.238 0.832 1.848 0.1 0.2 -0.1
H -1.652 -0.830 2.094 0.0 -0.1 0.3
H 0.648 -1.584 1.819 0.3 -0.1 -0.2
H 0.448 -0.408 3.113 0.1 0.0 0.2
H 1.656 2.398 0.905 -0.1 0.2 0.0
```
Forces are in eV/Å.

Record 3
Density functional theory data (ωB97M-V/def2-TZVPD) for a structure of composition C5H7NOS at a distorted geometry.

Values from the calculation:
HOMO-LUMO gap (eV): 8.4
HOMO (eV): -9.138
LUMO energy (Eh): -0.02548
Energy relative to the best compared isomer or geometry (same formula, charge and spin) (kcal per mole): 103.72
E_tot (a.u.): -722.7528

```
15
Properties=species:S:1:pos:R:3:forces:R:3
C -1.385 1.180 -0.548 -1.7 2.1 -1.5
C -0.273 0.242 -0.010 -2.3 1.1 0.0
C 0.403 0.707 1.248 4.4 2.0 1.1
C -1.027 -0.545 1.145 -4.8 -2.9 -5.1
C 0.638 -0.350 -1.038 -1.6 0.5 -1.2
H -2.295 1.483 0.233 2.3 -0.8 -1.4
H 1.311 -0.002 1.041 -0.9 1.4 1.7
H 0.775 1.782 1.517 -0.7 -1.7 -1.1
H -0.013 -0.405 2.964 -2.1 1.6 -2.2
H -2.159 -0.549 0.802 1.5 0.5 1.4
H -0.869 -1.574 1.105 1.0 -1.9 0.2
H 0.336 0.013 -2.060 0.6 -0.5 0.8
N -0.575 0.185 2.189 3.3 0.3 4.6
O -1.491 1.653 -1.690 0.8 -1.6 2.8
S 1.796 -1.417 -0.762 0.2 0.0 -0.1
```
Forces are in eV/Å.

Record 4
Density functional theory data (ωB97M-V/def2-TZVPD) for the molecule C5H7NOS at a distorted geometry.

Values from the calculation:
HOMO-LUMO gap (eV): 9.2
HOMO (eV): -8.619
LUMO energy (Eh): 0.02226
Energy relative to the best compared isomer or geometry (same formula, charge and spin) (kcal per mole): 85.59
E_tot (a.u.): -722.7817

```
15
Properties=species:S:1:pos:R:3:forces:R:3
C -1.924 -0.698 0.661 -1.0 -0.8 1.3
C -1.054 0.444 0.459 2.5 0.4 -2.0
C -0.152 0.388 -0.825 -1.0 2.2 -0.3
S 1.058 1.258 -1.914 -0.3 -0.6 0.8
N 2.220 0.332 -0.944 -1.2 0.9 0.2
C 1.671 -0.302 0.144 1.1 -0.7 2.5
O 2.209 -1.264 0.670 -0.6 0.5 -0.5
C 0.477 0.531 0.542 -1.0 -1.5 -0.3
H -2.897 -0.356 0.292 -0.1 -0.6 0.2
H -1.614 -1.614 0.169 0.1 -0.1 0.0
H -1.968 -0.873 1.766 -0.3 -0.1 -0.9
H -1.574 1.353 0.650 0.3 0.9 0.5
H -0.190 -0.599 -1.214 0.2 -0.9 0.0
H 3.021 -0.133 -1.275 1.0 -0.4 -1.1
H 0.717 1.532 0.820 0.5 0.6 -0.3
```
Forces are in eV/Å.

Record 5
Density functional theory data (ωB97M-V/def2-TZVPD) for the molecule C5H7NOS at a distorted geometry.

Values from the calculation:
HOMO-LUMO gap (eV): 10.1
HOMO (eV): -9.426
LUMO energy (Eh): 0.02542
Energy relative to the best compared isomer or geometry (same formula, charge and spin) (kcal per mole): 39.03
E_tot (a.u.): -722.8559

```
15
Properties=species:S:1:pos:R:3:forces:R:3
O 2.301 -1.180 -0.184 0.0 0.4 0.0
C 1.278 -0.591 0.029 -0.3 -0.1 0.1
C -0.012 -1.271 0.447 0.2 -0.2 0.1
N -1.078 -0.894 -0.447 -0.1 -1.2 -1.1
C -2.381 -0.574 0.073 -0.8 0.2 1.1
C -1.495 0.460 -0.474 0.5 2.6 0.6
C -0.648 1.430 0.406 -0.2 -0.8 -0.1
S 1.125 1.193 -0.074 -0.2 0.0 0.3
H -0.192 -0.983 1.485 -0.1 0.1 0.3
H 0.134 -2.358 0.433 0.0 0.3 -0.2
H -2.547 -0.565 1.157 0.2 -0.2 -0.2
H -3.247 -0.886 -0.505 0.2 -0.1 0.0
H -1.800 0.940 -1.399 0.4 -0.5 -0.4
H -0.838 1.247 1.473 0.4 -0.1 -0.2
H -0.812 2.502 0.254 -0.2 -0.3 -0.3
```
Forces are in eV/Å.

Record 6
Density functional theory data (ωB97M-V/def2-TZVPD) for a cluster of 2 separate species, C5H7NOS in total at a distorted geometry.

Values from the calculation:
HOMO-LUMO gap (eV): 9.9
HOMO (eV): -9.557
LUMO energy (Eh): 0.01088
Energy relative to the best compared isomer or geometry (same formula, charge and spin) (kcal per mole): 70.10
E_tot (a.u.): -722.8064

```
15
Properties=species:S:1:pos:R:3:forces:R:3
C -2.500 1.066 0.893 -1.8 1.4 -2.7
C -2.924 0.904 -0.353 -1.8 1.2 0.2
C -2.294 -0.103 -1.188 -2.8 -0.2 -2.6
O -1.322 -0.741 -0.981 1.6 -0.8 0.5
H -2.770 1.854 1.488 -1.4 1.6 1.5
H -1.642 0.653 1.163 3.5 -2.4 1.2
H -3.827 1.453 -0.820 1.6 -0.9 1.0
H -2.957 -0.292 -2.145 1.2 0.1 1.0
C 3.402 -1.572 0.474 -2.0 1.8 -0.3
S 3.375 -0.093 -0.701 0.9 -0.7 -0.1
C 2.056 0.743 -0.116 -1.3 1.0 1.1
N 1.207 1.394 0.345 0.9 -0.8 -0.6
H 2.755 -2.298 -0.079 0.6 0.4 1.3
H 3.026 -1.096 1.436 0.2 -1.3 -1.2
H 4.416 -1.874 0.584 0.7 -0.3 -0.1
```
Forces are in eV/Å.

Record 7
Density functional theory data (ωB97M-V/def2-TZVPD) for the molecule C5H7NOS at a distorted geometry.

Values from the calculation:
HOMO-LUMO gap (eV): 9.8
HOMO (eV): -9.219
LUMO energy (Eh): 0.02161
Energy relative to the best compared isomer or geometry (same formula, charge and spin) (kcal per mole): 52.95
E_tot (a.u.): -722.8337

```
15
Properties=species:S:1:pos:R:3:forces:R:3
C 1.415 -1.069 1.523 0.0 1.5 -1.4
C 0.560 -0.631 0.540 0.4 -0.1 0.7
C -0.344 -1.439 -0.416 -0.8 0.4 1.0
S -0.402 -0.492 -1.979 -0.1 -0.1 0.3
N -0.397 0.946 -1.083 1.0 0.9 1.3
C -1.559 1.657 -0.835 -0.1 0.2 2.1
O -1.843 2.269 0.207 0.7 -1.1 -2.7
C 0.501 0.812 0.056 1.9 2.6 1.9
H 1.478 -2.154 1.784 0.1 1.3 -0.1
H 2.196 -0.271 1.953 -2.0 -2.1 -0.7
H 0.207 -2.296 -0.709 -0.1 -1.4 0.1
H -1.404 -1.601 -0.013 1.6 0.0 -0.5
H -2.157 1.513 -1.712 -1.3 0.4 -0.5
H 0.133 1.664 0.792 0.6 -2.2 -1.0
H 1.617 1.092 -0.108 -1.9 -0.2 -0.5
```
Forces are in eV/Å.

Record 8
Density functional theory data (ωB97M-V/def2-TZVPD) for the molecule C5H7NOS at a distorted geometry.

Values from the calculation:
HOMO-LUMO gap (eV): 9.0
HOMO (eV): -8.272
LUMO energy (Eh): 0.02608
Energy relative to the best compared isomer or geometry (same formula, charge and spin) (kcal per mole): 69.32
E_tot (a.u.): -722.8076

```
15
Properties=species:S:1:pos:R:3:forces:R:3
S 0.263 2.484 0.423 0.2 0.3 0.1
C 0.038 0.867 0.236 -1.0 1.6 -0.5
N -1.131 0.413 -0.314 -0.4 -0.5 -0.6
C -1.385 -0.961 -0.855 -3.4 0.4 0.6
C -0.082 -1.535 -0.816 2.6 -0.6 -1.8
C 0.835 -2.583 -0.129 0.3 0.3 -0.6
C 0.444 -1.274 0.485 0.0 -1.0 2.3
O 0.973 0.015 0.634 0.9 -0.7 0.2
H -1.713 1.148 -0.715 0.5 -0.2 0.5
H -1.950 -0.850 -1.795 0.6 -0.1 0.0
H -2.075 -1.504 -0.176 0.2 0.3 -0.2
H 0.558 -0.953 -1.501 -0.1 -0.6 0.0
H 1.807 -2.713 -0.624 -0.6 0.1 0.1
H 0.455 -3.496 0.338 0.0 0.5 0.0
H -0.252 -1.462 1.309 0.0 0.1 -0.2
```
Forces are in eV/Å.

Record 9
Density functional theory data (ωB97M-V/def2-TZVPD) for the molecule C5H7NS at a distorted geometry.

Values from the calculation:
HOMO-LUMO gap (eV): 9.3
HOMO (eV): -8.453
LUMO energy (Eh): 0.03215
Energy relative to the best compared isomer or geometry (same formula, charge and spin) (kcal per mole): 12.72
E_tot (a.u.): -647.6368

```
14
Properties=species:S:1:pos:R:3:forces:R:3
C 2.803 -0.714 0.059 -0.3 -0.8 0.1
N 1.460 -0.135 0.011 0.5 1.1 -0.3
C 1.161 1.248 -0.018 1.3 -1.4 0.5
C -0.178 1.412 0.008 -1.5 0.4 0.1
C -0.736 0.072 -0.062 0.8 0.7 0.4
S -2.410 -0.338 -0.057 -1.3 -0.4 0.8
C 0.309 -0.833 -0.092 -0.9 0.7 0.6
H 3.266 -0.823 1.089 -0.7 0.5 -1.2
H 3.411 -0.151 -0.640 0.5 0.1 0.3
H 2.711 -1.730 -0.360 0.2 0.3 0.2
H 1.988 1.939 -0.031 -0.1 0.1 0.1
H -0.742 2.391 0.147 0.9 -1.7 -0.5
H -2.679 -0.479 1.307 0.5 0.2 -1.1
H 0.226 -1.909 -0.049 0.3 0.1 -0.1
```
Forces are in eV/Å.

Record 10
Density functional theory data (ωB97M-V/def2-TZVPD) for the molecule C5H7NS2 at a distorted geometry.

Values from the calculation:
HOMO-LUMO gap (eV): 9.1
HOMO (eV): -8.604
LUMO energy (Eh): 0.01838
Energy relative to the best compared isomer or geometry (same formula, charge and spin) (kcal per mole): 115.24
E_tot (a.u.): -1045.6604

```
15
Properties=species:S:1:pos:R:3:forces:R:3
S 2.688 0.228 -0.571 2.3 -1.0 1.8
C 1.756 -0.325 0.909 -1.7 -1.6 0.2
C 0.244 -0.231 0.602 0.4 -0.5 0.0
N -0.388 -1.365 0.491 0.1 1.6 -1.5
S -1.872 -1.049 -0.506 -0.1 -1.9 0.2
C -1.972 0.517 0.153 0.2 2.5 0.9
C -1.569 2.028 0.105 0.6 1.2 0.9
C -0.484 0.921 -0.073 -2.2 1.2 5.1
H 3.948 -0.172 0.121 -2.1 0.9 -1.6
H 1.812 -1.458 1.064 0.7 1.7 0.0
H 2.085 0.259 1.772 -0.2 -0.2 -0.1
H -2.245 0.413 1.209 0.4 -0.2 -0.2
H -1.743 2.505 1.176 0.4 -1.3 -2.4
H -1.721 2.878 -0.675 0.4 -2.1 1.0
H -0.330 0.823 -1.048 0.9 -0.3 -4.3
```
Forces are in eV/Å.

Please write out number 4 again, unchanged.
Density functional theory data (ωB97M-V/def2-TZVPD) for the molecule C5H7NOS at a distorted geometry.

Values from the calculation:
HOMO-LUMO gap (eV): 9.2
HOMO (eV): -8.619
LUMO energy (Eh): 0.02226
Energy relative to the best compared isomer or geometry (same formula, charge and spin) (kcal per mole): 85.59
E_tot (a.u.): -722.7817

```
15
Properties=species:S:1:pos:R:3:forces:R:3
C -1.924 -0.698 0.661 -1.0 -0.8 1.3
C -1.054 0.444 0.459 2.5 0.4 -2.0
C -0.152 0.388 -0.825 -1.0 2.2 -0.3
S 1.058 1.258 -1.914 -0.3 -0.6 0.8
N 2.220 0.332 -0.944 -1.2 0.9 0.2
C 1.671 -0.302 0.144 1.1 -0.7 2.5
O 2.209 -1.264 0.670 -0.6 0.5 -0.5
C 0.477 0.531 0.542 -1.0 -1.5 -0.3
H -2.897 -0.356 0.292 -0.1 -0.6 0.2
H -1.614 -1.614 0.169 0.1 -0.1 0.0
H -1.968 -0.873 1.766 -0.3 -0.1 -0.9
H -1.574 1.353 0.650 0.3 0.9 0.5
H -0.190 -0.599 -1.214 0.2 -0.9 0.0
H 3.021 -0.133 -1.275 1.0 -0.4 -1.1
H 0.717 1.532 0.820 0.5 0.6 -0.3
```
Forces are in eV/Å.

The highest HOMO belongs to which entry? number 8

Repeat the sixth record exactly.
Density functional theory data (ωB97M-V/def2-TZVPD) for a cluster of 2 separate species, C5H7NOS in total at a distorted geometry.

Values from the calculation:
HOMO-LUMO gap (eV): 9.9
HOMO (eV): -9.557
LUMO energy (Eh): 0.01088
Energy relative to the best compared isomer or geometry (same formula, charge and spin) (kcal per mole): 70.10
E_tot (a.u.): -722.8064

```
15
Properties=species:S:1:pos:R:3:forces:R:3
C -2.500 1.066 0.893 -1.8 1.4 -2.7
C -2.924 0.904 -0.353 -1.8 1.2 0.2
C -2.294 -0.103 -1.188 -2.8 -0.2 -2.6
O -1.322 -0.741 -0.981 1.6 -0.8 0.5
H -2.770 1.854 1.488 -1.4 1.6 1.5
H -1.642 0.653 1.163 3.5 -2.4 1.2
H -3.827 1.453 -0.820 1.6 -0.9 1.0
H -2.957 -0.292 -2.145 1.2 0.1 1.0
C 3.402 -1.572 0.474 -2.0 1.8 -0.3
S 3.375 -0.093 -0.701 0.9 -0.7 -0.1
C 2.056 0.743 -0.116 -1.3 1.0 1.1
N 1.207 1.394 0.345 0.9 -0.8 -0.6
H 2.755 -2.298 -0.079 0.6 0.4 1.3
H 3.026 -1.096 1.436 0.2 -1.3 -1.2
H 4.416 -1.874 0.584 0.7 -0.3 -0.1
```
Forces are in eV/Å.

E_tot of number 9 (C5H7NS)? -647.6368 a.u.